A molecular structure, C30H26BrF6N5O12P2PbS2 in a non-equilibrium geometry. Source: the Open Molecules 2025 dataset; level of theory: the ωB97M-V functional and the def2-TZVPD basis.

## Properties
molar mass	1175.74	Da
frontier orbital gap (alpha / beta)	6.033 / 6.579	eV
charge	0
LUMO energy (alpha / beta)	-1.712 / -1.936	eV
energy	-195398.42755	eV
ΔE to the lowest compared entry with this formula, charge and spin	1.480	eV

Last column: Mulliken charge in e.
Element x y z (Å)
Pb -0.20 -0.34 0.43  2.55
Br -1.79 -1.96 2.48  -0.16
C -3.22 -2.43 1.31  0.64
C -4.37 -2.87 1.88  -0.64
C -5.44 -3.29 1.06  -0.75
C -5.29 -3.29 -0.30  -0.90
C -4.09 -2.85 -0.91  0.65
C -3.92 -2.89 -2.32  -0.93
C -2.76 -2.49 -2.90  -1.06
C -1.70 -1.97 -2.11  -0.26
C -1.89 -1.91 -0.78  0.47
C -3.03 -2.37 -0.09  0.37
H -4.47 -2.91 2.96  0.47
H -6.36 -3.63 1.51  0.40
H -6.09 -3.64 -0.94  0.38
H -4.73 -3.27 -2.92  0.38
H -2.63 -2.54 -3.98  0.46
H -0.79 -1.61 -2.60  0.53
F -1.66 2.72 -3.95  -0.20
C -1.00 1.58 -4.03  0.51
F -1.85 0.57 -3.89  -0.17
F -0.42 1.49 -5.21  -0.22
S 0.25 1.56 -2.68  0.89
O -0.50 1.28 -1.47  -0.34
O 0.95 2.81 -2.75  -0.63
N 1.09 0.29 -3.14  -0.53
S 2.17 -0.33 -2.19  1.12
O 1.97 -0.01 -0.79  -0.97
O 2.39 -1.70 -2.54  -0.74
C 3.75 0.52 -2.62  0.43
F 3.83 0.71 -3.93  -0.22
F 4.77 -0.24 -2.23  -0.21
F 3.84 1.69 -2.00  -0.20
N -2.97 1.34 3.36  -0.07
C -2.59 2.56 2.55  0.81
C -3.29 3.81 3.07  -1.97
P -2.87 2.17 0.77  1.02
O -4.46 2.40 0.52  -0.62
O -2.10 3.19 0.01  -1.00
O -2.65 0.68 0.74  -0.47
P -0.74 2.61 2.77  0.32
O -0.34 3.97 2.07  -0.60
O -0.52 2.59 4.24  -0.86
O -0.22 1.42 2.00  -0.10
H -3.94 1.37 3.67  0.39
H -2.34 1.28 4.17  0.39
H -2.84 0.54 2.72  -0.12
H -4.37 3.66 3.11  0.47
H -3.09 4.63 2.39  0.36
H -2.92 4.09 4.06  0.46
H -4.57 3.16 -0.06  0.36
H -0.62 3.93 1.13  0.42
C 5.74 5.04 2.45  -0.93
O 5.53 3.96 1.54  -0.40
C 5.85 2.72 1.96  0.79
C 6.42 2.42 3.20  -0.44
C 6.72 1.11 3.51  -0.51
C 6.42 0.08 2.63  -0.19
C 5.86 0.39 1.38  0.03
C 5.59 1.69 1.04  -0.65
N 6.75 -1.22 3.04  -0.73
N 6.20 -2.21 2.46  -0.25
C 4.94 -2.36 2.13  0.12
C 4.68 -3.29 1.06  -0.41
C 3.48 -3.35 0.44  -0.64
C 2.37 -2.50 0.87  0.32
O 1.29 -2.54 0.31  -0.58
C 2.60 -1.62 2.06  0.43
N 1.55 -0.88 2.46  -0.05
C 1.64 -0.20 3.59  -0.35
C 2.78 -0.26 4.40  -1.36
C 3.87 -0.97 3.96  -0.42
C 3.81 -1.63 2.73  0.56
H 5.43 5.93 1.92  0.24
H 6.79 5.12 2.72  0.37
H 5.12 4.92 3.34  0.38
H 6.62 3.20 3.92  0.42
H 7.17 0.86 4.47  0.48
H 5.67 -0.40 0.66  0.46
H 5.16 1.94 0.08  0.51
H 5.51 -3.88 0.71  0.44
H 3.31 -3.99 -0.41  0.49
H 0.80 0.44 3.85  0.46
H 2.79 0.26 5.34  0.47
H 4.76 -1.03 4.57  0.61

A molecular structure, C30H26Cl3MgN5O8S3. Source: the Open Molecules 2025 dataset; level of theory: the ωB97M-V functional and the def2-TZVPD basis.

## Properties
molar mass	811.43	Da
frontier orbital gap	8.051	eV
charge	0
LUMO energy	-0.828	eV
energy	-130880.50353	eV
ΔE to the lowest compared entry with this formula, charge and spin	0.000	eV

Last column: Mulliken charge in e.
Element x y z (Å)
Mg -0.08 -0.56 1.35  0.80
C -1.77 -2.35 4.19  -0.80
C -2.72 -1.15 4.22  -0.86
S -2.70 -0.19 2.68  0.11
C -2.57 1.48 3.35  -0.73
C -1.27 1.83 4.07  -0.98
S 0.25 1.38 3.19  0.09
C 1.14 0.43 4.46  -0.65
C 0.44 -0.79 5.04  -0.83
S -0.05 -2.00 3.78  0.13
H -2.08 -3.06 3.42  0.38
H -1.82 -2.87 5.15  0.52
H -2.47 -0.48 5.04  0.39
H -3.73 -1.51 4.40  0.53
H -3.41 1.65 4.02  0.56
H -2.69 2.13 2.48  0.38
H -1.23 1.36 5.05  0.56
H -1.25 2.91 4.22  0.55
H 1.42 1.10 5.27  0.55
H 2.06 0.13 3.96  0.29
H -0.45 -0.51 5.61  0.38
H 1.12 -1.28 5.74  0.54
O -1.46 2.45 0.95  -0.79
C -1.57 1.76 -0.05  -0.36
N -2.21 2.17 -1.20  0.07
C -2.03 1.21 -2.26  3.57
C -1.34 0.07 -1.46  -0.95
O -1.06 -1.00 -1.96  -0.39
N -1.14 0.46 -0.19  -0.31
C -1.15 1.78 -3.37  -0.38
C -1.62 2.90 -4.05  -0.23
C -0.87 3.49 -5.05  -0.93
C 0.37 2.96 -5.39  -0.40
C 0.84 1.85 -4.72  -0.96
C 0.09 1.26 -3.71  0.02
C -3.34 0.68 -2.83  -0.80
C -3.30 -0.20 -3.91  -0.25
C -4.47 -0.71 -4.44  -0.88
C -5.70 -0.35 -3.90  -0.43
C -5.74 0.52 -2.83  -0.84
C -4.57 1.04 -2.29  -0.49
H -2.26 3.16 -1.38  0.33
H -2.60 3.30 -3.82  0.40
H -1.25 4.36 -5.58  0.39
H 0.96 3.42 -6.17  0.39
H 1.81 1.43 -4.98  0.43
H 0.46 0.38 -3.20  0.52
H -2.34 -0.47 -4.33  0.46
H -4.42 -1.40 -5.28  0.42
H -6.61 -0.75 -4.32  0.40
H -6.70 0.81 -2.41  0.41
H -4.60 1.71 -1.45  0.41
Cl 0.10 -5.36 -0.54  -0.12
C -0.29 -3.81 -1.33  0.90
Cl -1.53 -4.06 -2.54  -0.08
Cl 1.18 -3.13 -2.02  -0.07
C -0.79 -2.93 -0.26  -0.30
N -1.10 -2.45 0.73  -0.56
O 1.77 -1.63 1.44  -0.79
C 2.38 -0.63 0.97  1.04
O 1.77 0.41 0.66  -0.77
C 3.87 -0.71 0.78  0.03
C 4.54 -1.88 1.11  -0.51
C 5.91 -1.93 0.92  -0.22
C 6.63 -0.86 0.42  -0.26
C 5.93 0.28 0.11  -0.25
C 4.56 0.38 0.28  -0.53
N 6.67 1.44 -0.42  1.07
O 6.04 2.45 -0.65  -0.62
O 7.86 1.30 -0.60  -0.62
N 6.63 -3.17 1.27  1.08
O 5.98 -4.09 1.70  -0.62
O 7.83 -3.18 1.10  -0.62
H 4.00 -2.73 1.49  0.73
H 7.70 -0.92 0.28  0.62
H 4.03 1.29 0.03  0.74